[1]
DFT (wB97M-V/def2-TZVPD) results for a structure of composition C37H73BN3O17PS in a non-equilibrium geometry.

Positions of all 133 atoms, in Å:
C (-8.44980, -2.22636, -5.81693)
C (-7.44327, -1.13875, -6.32936)
C (-5.96734, -1.64053, -6.19302)
O (-5.88350, -2.73152, -5.25881)
C (-4.54372, -2.98927, -4.86693)
C (-4.20738, -2.63201, -3.40407)
C (-4.54315, -1.45894, -2.76917)
N (-5.31907, -0.43227, -3.47326)
C (-6.51240, -0.68066, -3.26439)
O (-7.65770, -0.74780, -3.03870)
C (-4.17805, -1.12001, -1.39041)
B (-4.60573, 0.32607, -0.80917)
O (-5.90751, 0.50605, -0.34810)
O (-3.63852, 1.29376, -0.85311)
C (-3.65958, 2.20079, 0.27025)
C (-3.94321, 3.62673, -0.28640)
C (-3.48248, -2.01629, -0.60544)
P (-3.01632, -1.69326, 1.13411)
O (-2.57967, -0.29517, 1.40549)
C (-3.12571, -3.26970, -1.24941)
N (-2.44882, -4.22299, -0.57913)
S (-2.26444, -5.40448, -1.69447)
N (-2.98930, -4.79976, -3.02940)
C (-3.44781, -3.60235, -2.63159)
H (-8.38211, -3.12615, -6.44904)
H (-8.29692, -2.46817, -4.75556)
H (-9.46575, -1.78654, -5.88239)
H (-7.67960, -0.95768, -7.38988)
H (-7.57994, -0.20884, -5.74390)
H (-5.27850, -0.82032, -5.92518)
H (-5.61865, -2.03505, -7.17121)
H (-3.84019, -2.52388, -5.58800)
H (-4.38969, -4.08339, -4.95588)
H (-6.34364, 1.19430, -0.87069)
H (-2.62935, 2.22831, 0.66910)
H (-4.34393, 1.90472, 1.07863)
H (-4.99512, 3.75282, -0.61032)
H (-3.33784, 3.70972, -1.21015)
H (-3.64519, 4.39316, 0.45052)
H (-1.94594, -2.55762, 1.48160)
H (-4.10472, -2.05104, 1.98268)
C (3.56554, 1.73870, 3.23199)
O (3.47747, 0.54630, 2.48197)
C (3.67848, -0.60369, 3.28884)
C (3.12054, -1.83545, 2.60454)
O (1.70961, -1.96160, 2.73605)
C (0.91919, -1.08219, 1.93900)
C (0.89586, -1.47266, 0.47170)
O (2.07925, -1.02664, -0.17551)
C (2.32957, -1.73481, -1.36892)
H (4.55875, 1.84149, 3.68376)
H (3.39394, 2.57650, 2.55785)
H (2.79422, 1.75609, 4.01008)
H (3.18975, -0.47506, 4.26261)
H (4.75993, -0.72482, 3.43882)
H (3.53498, -2.71355, 3.10641)
H (3.42791, -1.88930, 1.55883)
H (1.21883, -0.04314, 2.07950)
H (-0.09719, -1.17640, 2.32822)
H (0.04195, -0.98922, -0.02279)
H (0.79735, -2.56193, 0.38394)
H (2.47318, -2.80136, -1.15947)
H (3.24767, -1.34433, -1.80601)
H (1.50865, -1.59963, -2.08202)
C (-0.63354, 0.10553, 6.98467)
O (0.16572, 1.04145, 7.67626)
C (1.49933, 1.06391, 7.19179)
C (2.18688, 2.35508, 7.58768)
O (1.84096, 3.45673, 6.75468)
C (0.54496, 4.01252, 6.95138)
C (0.43264, 4.84128, 8.21596)
O (0.25954, 4.00172, 9.34765)
C (0.60833, 4.65189, 10.55019)
H (-0.24080, -0.90954, 7.10743)
H (-1.63890, 0.14933, 7.40133)
H (-0.68829, 0.35927, 5.92009)
H (1.50722, 0.96794, 6.09892)
H (2.03314, 0.21251, 7.63490)
H (3.26216, 2.21731, 7.44866)
H (2.02764, 2.58984, 8.64125)
H (-0.22670, 3.24282, 6.90296)
H (0.38883, 4.67992, 6.10038)
H (-0.44731, 5.49478, 8.14634)
H (1.33302, 5.45597, 8.33004)
H (1.66549, 4.94089, 10.53748)
H (0.45424, 3.95044, 11.36887)
H (-0.01997, 5.53435, 10.71281)
C (7.89109, 0.13925, 2.70665)
O (8.78820, -0.33633, 3.68610)
C (8.86563, 0.53346, 4.80538)
C (9.42994, -0.19745, 6.00727)
O (8.47073, -1.00986, 6.67533)
C (8.11224, -2.22475, 6.02561)
C (9.18443, -3.29298, 6.11478)
O (10.19990, -3.06074, 5.15013)
C (11.40616, -3.71385, 5.48037)
H (8.21347, 1.11316, 2.32298)
H (7.87439, -0.57696, 1.88635)
H (6.87969, 0.21397, 3.12161)
H (7.87102, 0.92491, 5.05145)
H (9.52859, 1.36765, 4.53981)
H (9.73208, 0.55219, 6.74262)
H (10.32196, -0.76995, 5.74821)
H (7.80549, -2.04568, 4.99388)
H (7.23407, -2.58804, 6.56501)
H (8.73951, -4.27444, 5.90267)
H (9.61039, -3.29829, 7.12469)
H (11.79486, -3.34195, 6.43527)
H (12.13442, -3.48893, 4.70252)
H (11.26115, -4.79840, 5.53114)
C (-2.52664, 3.72593, -8.50952)
O (-2.60422, 2.53356, -9.26010)
C (-2.38953, 1.38255, -8.45786)
C (-2.93438, 0.14681, -9.14622)
O (-4.34503, 0.00296, -9.01609)
C (-5.14017, 0.87764, -9.81064)
C (-5.16165, 0.50231, -11.27932)
O (-3.98494, 0.96101, -11.92694)
C (-3.73371, 0.26519, -13.12878)
H (-1.53421, 3.84105, -8.06080)
H (-2.70900, 4.56065, -9.18477)
H (-3.29456, 3.73836, -7.72787)
H (-2.87867, 1.50249, -7.48344)
H (-1.30730, 1.27092, -8.30943)
H (-2.51008, -0.72818, -8.64713)
H (-2.62711, 0.09869, -10.19194)
H (-4.84932, 1.91868, -9.66338)
H (-6.15660, 0.76931, -9.42350)
H (-6.02079, 0.98331, -11.76572)
H (-5.25218, -0.58585, -11.37627)
H (-3.58206, -0.80186, -12.92979)
H (-2.82000, 0.66614, -13.56490)
H (-4.55753, 0.40132, -13.83760)

Results
Kohn-Sham gap: 7.98 eV
Highest occupied orbital energy: -9.09 eV
Electronic energy: -3661.1672 Ha



[2]
DFT (wB97M-V/def2-TZVPD) results for the molecule C12H16N2S.

Positions of all 31 atoms, in Å:
C (3.20502, 1.62609, -2.03490)
C (3.18237, 0.75998, -0.77440)
N (2.51529, -0.50948, -0.97474)
C (1.23278, -0.87389, -1.24207)
S (1.09346, -2.40717, -1.89574)
N (0.14262, -0.11321, -1.01550)
C (0.07808, 1.14717, -0.30829)
C (-0.12686, 0.87660, 1.18116)
C (-1.33582, -0.00107, 1.36878)
C (-1.97173, -0.06669, 2.60218)
C (-3.08458, -0.86507, 2.78382)
C (-3.57634, -1.60938, 1.72389)
C (-2.94753, -1.55362, 0.49517)
C (-1.82547, -0.75564, 0.30612)
C (-1.17238, -0.72442, -1.05195)
H (3.72369, 1.10392, -2.83530)
H (2.19627, 1.84785, -2.37626)
H (3.72231, 2.56127, -1.83632)
H (2.73962, 1.30061, 0.06551)
H (4.20968, 0.51901, -0.48935)
H (3.13200, -1.23467, -1.31948)
H (0.95371, 1.76127, -0.49085)
H (-0.79288, 1.68587, -0.69875)
H (-0.25302, 1.81483, 1.72568)
H (0.75600, 0.36921, 1.58458)
H (-1.58567, 0.51919, 3.42454)
H (-3.56857, -0.90601, 3.74817)
H (-4.44591, -2.23525, 1.85728)
H (-3.32222, -2.13703, -0.33320)
H (-1.07067, -1.74147, -1.43867)
H (-1.80326, -0.15879, -1.75111)

Results
Kohn-Sham gap: 8.51 eV
Highest occupied orbital energy: -7.80 eV
SMILES string: CCNC(=S)N1CCc2ccccc2C1
Energy above the lowest of the compared OMol25 structures with the same formula, charge and spin: 55.2 kJ/mol
Electronic energy: -974.5694 Ha